[1]
A molecular structure, C4H6HgO3, computed with ωB97M-V with the def2-TZVPD basis set.

```
! RIJCOSX wB97M-V def2-TZVPD def2/J DEFGRID3
* xyz 2 1
H 0.178 -1.669 1.421
C -2.711 0.102 -1.415
O -3.429 0.548 -2.439
H 0.370 -1.464 3.202
H -1.265 -1.352 2.447
Hg -0.173 2.955 1.618
O 0.028 0.262 2.192
C -0.194 -1.162 2.318
H -1.952 -0.730 -1.570
C -0.450 0.929 1.191
C -2.106 0.899 -0.543
O -1.275 0.274 0.470
H -3.563 -0.139 -3.101
H -2.105 1.988 -0.568
*
```

Results
- gap between HOMO and LUMO (spin up / spin down) (eV) = 4.649 / 4.646
- highest occupied orbital energy (spin up / spin down) (eV) = -17.158 / -17.156



[2]
2 unconnected molecules or ions with the total composition C5H6O3, computed with ωB97M-V with the def2-TZVPD basis set.

```
! RIJCOSX wB97M-V def2-TZVPD def2/J DEFGRID3
* xyz 0 1
H 1.452 2.067 -0.557
O -1.959 -0.975 0.178
H 0.865 -3.059 -0.434
C 1.367 -0.012 -0.289
H -2.452 1.965 1.345
H 2.296 -0.327 -0.657
O 0.894 -1.821 -0.935
H 0.521 -1.551 1.352
H -1.196 1.153 -1.101
C 0.419 -1.116 0.246
C -0.775 1.037 -0.066
C 0.788 1.220 -0.314
O -1.294 1.820 1.077
C -0.925 -0.401 0.154
*
```

Results
- gap between HOMO and LUMO (eV) = 8.831
- highest occupied orbital energy (eV) = -9.014



[3]
A molecular structure, C23H37MoN2O7SSi4, computed with ωB97M-V with the def2-TZVPD basis set.

```
! RIJCOSX wB97M-V def2-TZVPD def2/J DEFGRID3
* xyz 1 1
Si -1.950 0.915 0.732
C 3.286 1.386 2.539
C -1.988 -2.524 -1.611
C 0.717 -2.340 2.159
C 2.481 3.598 1.952
H -2.394 -3.411 -2.103
H 2.373 2.461 -2.980
Si -0.233 0.455 -1.816
H 3.740 -0.593 3.364
Si -1.554 -1.227 -2.872
H -2.463 3.198 -3.247
H 1.672 3.716 -4.009
H -0.923 -2.720 -4.710
C -1.422 -5.446 2.445
C 4.435 1.975 3.080
O 1.423 -1.461 -0.475
H -3.893 0.096 1.856
C 0.768 -5.875 3.352
C -1.485 3.154 -3.724
Mo 0.688 0.103 0.685
C 0.246 -3.692 2.441
O -0.113 -1.438 1.559
H -0.831 -7.313 3.278
C -1.049 -4.139 2.136
H -3.467 -1.353 -4.352
Si -0.066 2.704 -2.595
C 1.507 2.719 -3.592
C 3.630 4.152 2.481
H 1.459 2.010 -4.420
O 1.331 -0.108 -2.458
H -1.096 -2.833 -1.061
S 2.288 -0.567 -1.365
C -2.886 1.647 -0.696
H -3.873 -0.234 -3.059
H -0.093 -1.169 -4.874
H 1.470 -6.549 3.821
O -1.996 -3.379 1.547
H -1.183 1.842 2.915
H -1.273 4.143 -4.140
C -2.992 -0.415 1.503
H -2.675 2.584 2.339
H 5.182 1.333 3.531
C 3.089 -0.039 2.692
O 3.448 -1.170 -1.879
H 0.487 -2.359 -3.707
H -1.630 -2.512 1.333
H -1.120 3.083 1.655
H 0.935 3.618 -0.539
H -1.547 2.456 -4.561
C 0.092 3.901 -1.173
H -2.427 -5.758 2.198
C -0.526 -6.301 3.046
H -2.427 2.560 -1.071
H -2.528 -0.889 2.366
O 2.420 0.615 -0.453
C 2.316 2.223 1.973
C -1.687 2.232 2.029
H -3.315 -1.184 0.802
H -3.005 0.949 -1.524
H 5.513 3.782 3.456
N 1.910 -1.978 2.492
H 2.138 -4.239 3.279
H 0.286 4.904 -1.563
H 3.758 5.226 2.463
O 1.174 1.690 1.457
N 2.127 -0.677 2.131
H -2.737 -2.179 -0.898
H -3.890 1.908 -0.350
H 1.703 4.214 1.523
C 4.617 3.340 3.043
C 1.142 -4.588 3.052
H -0.808 3.953 -0.558
H -2.823 0.287 -4.382
C -3.071 -0.548 -3.725
C -0.409 -1.930 -4.158
*
```

Results
- gap between HOMO and LUMO (eV) = 6.209
- highest occupied orbital energy (eV) = -10.999



[4]
C23H29N5O3 in the gas phase, computed with ωB97M-V with the def2-TZVPD basis set.

```
! RIJCOSX wB97M-V def2-TZVPD def2/J DEFGRID3
* xyz 0 1
H 3.320 2.744 -0.983
O 2.922 1.411 -3.843
C -3.350 -1.627 0.474
H 2.568 -0.512 -1.398
H -5.938 -1.931 5.431
C 1.643 0.039 2.437
H -1.036 2.885 -3.561
N 2.310 -0.604 1.440
H -3.584 -1.516 -0.572
C 0.876 -2.435 -0.882
C -2.769 -1.993 3.166
C 3.958 1.910 -0.673
C 0.099 0.390 -3.394
H -0.728 -2.121 2.547
H -4.509 -2.962 5.173
H 5.040 1.609 -2.498
C 0.398 -1.403 -1.705
H 4.744 0.116 -1.584
O -5.164 -1.784 3.595
C 3.035 2.007 1.721
C 3.099 0.801 -2.806
C -0.798 -1.021 -1.131
H 4.876 2.354 -0.272
H 3.014 3.077 1.512
C 3.282 1.212 0.465
H 2.154 -1.600 1.323
H 1.774 -3.013 -0.983
C -1.750 -1.990 2.231
N 0.044 -2.661 0.114
H 3.865 1.815 2.410
H 1.598 1.965 3.359
H 0.875 1.881 1.752
H 0.833 2.505 -1.863
C -4.952 -1.982 4.972
H -4.314 -1.200 5.397
N 2.305 -0.157 -2.312
N -0.977 -1.809 -0.042
C -1.643 0.104 -1.599
H -2.151 0.582 -0.758
H -2.410 -0.263 -2.289
C -4.087 -1.805 2.763
H 1.294 -1.378 -3.656
H -2.516 -2.137 4.203
H -0.577 -0.100 -4.098
H -2.264 1.646 -3.809
H -5.392 -1.492 1.106
C 0.130 1.863 -1.337
H -2.299 2.641 -2.352
H 0.692 1.162 -0.726
C 4.308 1.063 -1.901
C 1.724 1.552 2.359
N 2.946 -0.013 0.388
C -1.645 2.137 -3.061
C -2.032 -1.800 0.885
C -0.753 1.122 -2.342
C -4.365 -1.624 1.406
H 0.695 1.113 -3.950
C 1.049 -0.683 -2.838
O 1.015 -0.572 3.271
H -0.483 2.482 -0.683
*
```

Results
- SMILES = COc1ccc(-n2ncc3c2CC(C)(C)C[C@H]3NC(=O)CCC2=NNC(=O)CC2)cc1
- gap between HOMO and LUMO (eV) = 8.810
- highest occupied orbital energy (eV) = -8.162



The calculation returns the following F_max values, one per record and in order: 0.080; 0.193; 0.015; 0.017 Eh/bohr.